Version P
The following is a quantum chemistry calculation of C2H2N4O2 in the gas phase, from the OMol25 dataset.

Each atom is followed by the atoms it is bonded to, with distances in Å.
Atoms and positions in Å:
1 O -1.64 1.13 -0.12  C2 1.269
2 C -0.50 0.58 -0.04  O1 1.269, N3 1.274, C7 1.474
3 N 0.64 1.12 0.13  C2 1.274, N4 1.386, H9 0.996
4 N 1.91 0.58 -0.02  N3 1.386, N5 1.294
5 N 2.00 -0.70 -0.14  N4 1.294, N6 1.363
6 N 0.87 -1.45 -0.02  N5 1.363, C7 1.289
7 C -0.27 -0.87 0.14  C2 1.474, N6 1.289, O8 1.300
8 O -1.38 -1.54 -0.01  C7 1.300, H10 0.916
9 H 0.48 2.11 0.07  N3 0.996
10 H -2.10 -0.97 0.01  O8 0.916

Summary:
E_LUMO (eV): -0.595
Structure (SMILES): O=c1[nH]nnnc1O


Version Q
The following is a quantum chemistry calculation of C2H2N4O2 in the gas phase, from the OMol25 dataset.

Each atom is followed by the atoms it is bonded to, with distances in Å.
Atoms and positions in Å:
1 O 2.25 -0.89 0.16  N2 1.433, H9 1.206
2 N 2.34 0.50 -0.15  O1 1.433, C3 1.332
3 C 1.12 1.03 -0.17  N2 1.332, C4 1.613, H10 1.037
4 C -0.26 0.26 0.13  C3 1.613, N5 1.260, N8 1.420
5 N -1.25 1.05 0.11  C4 1.260, N6 1.204
6 N -2.27 0.42 0.20  N5 1.204, O7 1.478
7 O -1.86 -0.96 -0.15  N6 1.478, N8 1.245
8 N -0.62 -1.07 -0.20  C4 1.420, O7 1.245
9 H 3.24 -1.17 0.79  O1 1.206
10 H 0.98 2.04 -0.35  C3 1.037

Summary:
E_LUMO (eV): -0.464
Structure (SMILES): O/N=C\c1nnon1


Version R
The following is a quantum chemistry calculation of C2H2N4O2 in the gas phase, from the OMol25 dataset.

Each atom is followed by the atoms it is bonded to, with distances in Å.
Atoms and positions in Å:
1 O -0.90 2.24 -1.05  C2 1.275
2 C -0.77 1.41 -0.09  O1 1.275, N3 1.488, H9 1.009
3 N 0.22 0.32 0.14  C2 1.488, N4 1.336, C7 1.530
4 N 0.71 -0.34 -0.91  N3 1.336, N5 1.245, H10 1.120
5 N 0.99 -1.53 -0.69  N4 1.245, N6 1.337
6 N 0.57 -1.94 0.51  N5 1.337, C7 1.356
7 C -0.04 -0.87 1.07  N3 1.530, N6 1.356, O8 1.164
8 O -0.42 -0.59 2.14  C7 1.164
9 H -1.05 1.43 0.88  C2 1.009
10 H 0.70 -0.13 -2.01  N4 1.120

Summary:
E_LUMO (eV): -0.806
Structure (SMILES): O=Cn1[nH]nnc1=O


Version S
The following is a quantum chemistry calculation of C2H2N4O2 in the gas phase, from the OMol25 dataset.

Each atom is followed by the atoms it is bonded to, with distances in Å.
Atoms and positions in Å:
1 H -1.43 -1.89 0.58  N2 1.179
2 N -1.98 -0.93 0.18  H1 1.179, C3 1.317
3 C -0.86 -0.32 -0.14  N2 1.317, N4 1.357, O9 1.414
4 N -0.77 1.04 -0.18  C3 1.357, N5 1.254, H10 0.953
5 N 0.32 1.66 -0.07  N4 1.254, N6 1.392
6 N 1.52 1.10 0.34  N5 1.392, C7 1.473
7 C 1.62 -0.34 0.03  N6 1.473, O8 1.259, O9 1.408
8 O 2.78 -0.80 -0.12  C7 1.259
9 O 0.39 -0.98 -0.18  C3 1.414, C7 1.408
10 H -1.58 1.46 -0.43  N4 0.953

Summary:
E_LUMO (eV): -1.283
Structure (SMILES): [H]/N=c1/[nH]nnc(=O)o1


Which structure loses on stability? version Q does.


Version P
The following is a quantum chemistry calculation of C2H2N4O2 in the gas phase, from the OMol25 dataset.

Each atom is followed by the atoms it is bonded to, with distances in Å.
Atoms and positions in Å:
1 O -0.37 -2.09 -1.34  N2 1.327, H9 0.970
2 N 0.24 -0.93 -1.51  O1 1.327, C3 1.276
3 C 0.39 -0.34 -0.39  N2 1.276, N4 1.393, O8 1.391
4 N -0.39 -0.75 0.69  C3 1.393, N5 1.256
5 N -0.57 0.13 1.57  N4 1.256, N6 1.301
6 N -0.35 1.40 1.35  N5 1.301, C7 1.211
7 C 0.21 1.89 0.39  N6 1.211, O8 1.490, H10 1.185
8 O 0.97 0.92 -0.45  C3 1.391, C7 1.490
9 H -1.10 -2.03 -0.69  O1 0.970
10 H 0.27 3.07 0.38  C7 1.185

Summary:
E_LUMO (eV): -1.659
Structure (SMILES): O/N=c1\nnnco1


Version Q
The following is a quantum chemistry calculation of C2H2N4O2 in the gas phase, from the OMol25 dataset.

Each atom is followed by the atoms it is bonded to, with distances in Å.
Atoms and positions in Å:
1 H -3.09 -0.86 0.02  N2 0.941
2 N -2.68 -0.03 0.17  H1 0.941, C3 1.376
3 C -1.34 0.03 -0.12  N2 1.376, N4 1.283, O9 1.391
4 N -0.67 -1.07 -0.11  C3 1.283, N5 1.254
5 N 0.55 -1.30 0.07  N4 1.254, C6 1.547
6 C 1.49 -0.08 -0.07  N5 1.547, O7 1.143, N8 1.363
7 O 2.63 -0.14 0.01  C6 1.143
8 N 0.72 1.01 0.20  C6 1.363, O9 1.453, H10 1.091
9 O -0.67 1.25 -0.17  C3 1.391, N8 1.453
10 H 1.14 2.00 0.04  N8 1.091

Summary:
E_LUMO (eV): -1.893
Structure (SMILES): [H]/N=c1\nnc(=O)[nH]o1


Which structure loses on stability? version P does.


Version P
The following is a quantum chemistry calculation of C2H2N4O2 in the gas phase, from the OMol25 dataset.

Each atom is followed by the atoms it is bonded to, with distances in Å.
Atoms and positions in Å:
1 O -2.08 0.91 1.02  C2 1.355
2 C -1.82 0.30 -0.16  O1 1.355, N3 1.399, H9 1.180
3 N -0.73 0.15 -1.03  C2 1.399, C4 1.356
4 C 0.28 0.07 -0.13  N3 1.356, N5 1.446, N8 1.374
5 N 0.49 0.75 1.13  C4 1.446, N6 1.313
6 N 1.66 0.27 1.48  N5 1.313, O7 1.599
7 O 2.20 -0.86 0.47  N6 1.599, N8 1.311
8 N 1.50 -0.40 -0.53  C4 1.374, O7 1.311, H10 1.182
9 H -2.73 -0.07 -0.81  C2 1.180
10 H 1.21 -1.12 -1.42  N8 1.182

Summary:
E_LUMO (eV): -2.018
Structure (SMILES): O=C/N=c1\nno[nH]1


Version Q
The following is a quantum chemistry calculation of 2 unconnected molecules or ions with the total composition C2H2N4O2, from the OMol25 dataset.

Each atom is followed by the atoms it is bonded to, with distances in Å.
Atoms and positions in Å:
1 C -1.38 -0.50 0.04  N5 1.480, O9 1.364, O10 1.189
2 C 1.04 0.71 0.25  H4 1.107, N5 1.498, N6 1.417
3 H -1.27 1.56 -0.24  no bonds
4 H 0.73 1.75 0.49  C2 1.107
5 N 0.04 -0.25 -0.31  C1 1.480, C2 1.498, N8 1.319
6 N 2.29 0.06 0.30  C2 1.417, N7 1.299
7 N 1.90 -1.08 -0.18  N6 1.299, N8 1.295
8 N 0.68 -1.38 -0.52  N5 1.319, N7 1.295
9 O -2.13 0.57 -0.37  C1 1.364
10 O -1.91 -1.45 0.53  C1 1.189

Summary:
E_LUMO (eV): -1.031


Which structure loses on stability? version P does.